1.
{
  "formula": "C5H10N2O2",
  "method": "the ωB97M-V functional and the def2-TZVPD basis",
  "homo_lumo_gap_ha": [0.283, 0.283],
  "spin_multiplicity": 1,
  "energy_ev": -12417.0536,
  "charge": 0,
  "symbols": ["C", "C", "N", "C", "C", "N", "C", "O", "O", "H", "H", "H", "H", "H", "H", "H", "H", "H", "H"],
  "xyz": [[0.5061, 2.4211, -0.5288], [0.1493, -1.2170, -1.6258], [0.6575, 0.9579, -0.5769], [1.0751, 0.3154, 0.4823], [0.1285, 0.2750, -1.7185], [-2.2432, -1.4166, 1.6708], [1.3973, -0.2440, 1.5573], [-0.9265, -1.0754, 1.3855], [-0.3208, 0.9296, -2.6278], [-2.2988, -2.3963, 1.9473], [-2.6074, -0.8255, 2.4164], [1.1874, 2.8314, 0.2137], [-0.5231, 2.6729, -0.2740], [0.7369, 2.8398, -1.5060], [-0.2884, -1.6287, -2.5304], [-0.4129, -1.5221, -0.7360], [1.1693, -1.5842, -1.5032], [0.2667, -0.8600, 1.9522], [2.3470, -0.4733, 2.0017]]
}

---

2.
{
  "formula": "C5H10N2O2",
  "method": "the ωB97M-V functional and the def2-TZVPD basis",
  "homo_lumo_gap_ha": 0.302,
  "spin_multiplicity": 1,
  "energy_ev": -12420.8783,
  "charge": 0,
  "smiles": "C=NC(=O)O.C/C=C\\N",
  "symbols": ["C", "N", "C", "C", "H", "H", "H", "H", "H", "H", "H", "C", "C", "O", "N", "O", "H", "H", "H"],
  "xyz": [[0.6386, 1.9661, -0.6310], [-0.9138, 0.6439, 1.5454], [0.4123, 0.4017, 1.3440], [1.0887, 0.8498, 0.2571], [-1.3597, -0.0335, 2.1551], [-1.4649, 0.6597, 0.6035], [0.8792, -0.3143, 2.0099], [2.1196, 0.5402, 0.1529], [0.8479, 2.9339, -0.1617], [1.1606, 1.9274, -1.5889], [-0.4330, 1.9290, -0.8202], [0.2515, -2.0049, -0.2251], [-1.5777, -0.6825, -0.7469], [1.5120, -2.2258, -0.6147], [-0.3227, -0.9331, -0.9608], [-0.2821, -2.6300, 0.6433], [1.7164, -1.6344, -1.3538], [-2.1910, -1.3502, -0.1472], [-2.0820, -0.0430, -1.4610]]
}